DFT (ωB97M-V/def2-TZVPD) results for 2 unconnected molecules or ions with the total composition CH4N2S2 in a non-equilibrium geometry.

Geometry (Å):
H1 1.027 1.549 1.297
C1 0.773 2.372 -0.696
H2 -0.261 -1.555 -0.312
N1 0.865 2.247 0.449
H3 -0.985 -0.074 -0.437
H4 0.641 -0.439 -0.799
N2 -0.107 -0.579 -0.098
S1 0.277 -0.257 1.691
S2 0.370 2.405 -2.198

Values from the calculation:
Total charge: 0
Highest occupied orbital energy in eV: -8.676
Energy relative to the best compared isomer or geometry (same formula, charge and spin) in kcal/mol: 38.11
Structure (SMILES): [NH3+][S-].N=C=S

Löwdin population analysis, charges in e, atoms 1 to 2: number 1, H, carries -0.0398; number 2, C, carries -0.9776



DFT (ωB97M-V/def2-TZVPD) results for a single C4H8O2 molecule.

Geometry (Å):
H1 0.198 1.283 1.261
C1 0.410 -0.352 -0.242
H2 -1.111 0.952 -2.135
H3 -2.578 0.568 -1.186
O1 1.269 -0.478 1.706
H4 1.392 -2.241 0.544
C2 0.702 -1.431 0.800
C3 -1.509 0.779 -1.123
H5 -1.363 1.689 -0.523
C4 0.949 0.609 0.832
H6 0.999 -0.354 -1.173
H7 -0.241 -1.849 1.183
O2 -0.964 -0.355 -0.509
H8 1.846 1.179 0.564

Values from the calculation:
Total charge: 0
Highest occupied orbital energy in eV: -9.751
Energy relative to the best compared isomer or geometry (same formula, charge and spin) in kcal/mol: 58.17
Structure (SMILES): COC1COC1

Löwdin population analysis, charges in e, atoms 1 to 2: number 1, H, carries 0.1200; number 2, C, carries -0.2976



DFT (ωB97M-V/def2-TZVPD) results for a single C3H5N3 molecule.

Geometry (Å):
N1 -0.564 -1.726 0.861
N2 -1.417 -1.377 -0.194
C1 0.871 0.838 -0.483
C2 0.090 -0.660 1.180
H1 -1.708 0.476 -1.182
H2 1.751 1.101 0.106
H3 0.577 1.677 -1.115
N3 -0.247 0.434 0.393
H4 0.839 -0.592 1.961
C3 -1.229 -0.121 -0.416
H5 1.036 -0.049 -1.112

Values from the calculation:
Total charge: 0
Highest occupied orbital energy in eV: -10.299
Energy relative to the best compared isomer or geometry (same formula, charge and spin) in kcal/mol: 36.93
Structure (SMILES): Cn1cnnc1

Löwdin population analysis, charges in e, atoms 1 to 2: number 1, N, carries 0.0352; number 2, N, carries 0.0371